Entry 1:
# C50H61B3Br2F3N9O9S

A cluster of 7 separate species, C50H61B3Br2F3N9O9S in total at a distorted geometry (ωB97M-V/def2-TZVPD, the Open Molecules 2025 dataset).

Output
Electronic energy: -245764.531 eV
F_max: 11.94 eV Å⁻¹
Energy above the lowest of the compared OMol25 structures with the same formula, charge and spin: 329.2 kcal/mol
Kohn-Sham gap: 8.363 eV

XYZ file:
```
138
C50H61B3Br2F3N9O9S, DFT ωB97M-V/def2-TZVPD
Br -5.25 0.26 2.95
Br -2.40 0.15 3.07
S -0.81 0.53 0.03
F 1.92 -5.66 -3.53
F 3.20 -3.75 -2.63
F 3.53 -5.95 -1.80
O -2.95 0.01 -2.35
O -0.83 -2.36 1.72
O 0.92 -1.21 -3.00
O -1.29 1.90 0.62
O -4.17 -1.86 -1.36
O 0.57 0.11 0.84
O -0.65 -2.98 -2.88
O -0.37 1.01 -1.40
O 3.47 -1.05 -1.43
N -4.70 4.20 -4.35
N -2.40 8.41 7.26
N -2.10 -4.04 3.41
N 3.31 -9.83 -4.55
N 2.98 1.05 -0.12
N 5.59 0.71 -3.64
N 3.60 2.55 3.15
N -0.75 -5.78 1.11
N -3.59 5.70 2.24
C 3.33 -8.86 -3.60
C -2.61 -6.34 -0.50
C 2.08 -1.52 1.77
C -3.07 -0.64 1.33
C -2.89 3.44 -2.94
C 6.64 -0.02 -5.69
C -4.44 0.17 1.06
C 3.88 3.87 3.08
C 1.30 -1.09 0.35
C -4.11 3.26 -3.57
C -3.69 8.86 9.25
C -2.12 9.73 7.19
C 1.26 -4.84 -1.20
C -4.41 1.72 0.63
C 5.44 -10.59 -3.69
C -3.18 8.01 8.29
C 2.49 -4.98 -2.31
C -1.99 -3.65 -0.06
C -1.99 -0.91 0.14
C -1.65 -5.18 0.28
C -4.03 5.36 -4.51
C 5.08 -2.06 1.55
C -3.57 6.67 3.18
C -1.48 5.95 4.06
C 2.82 2.15 4.18
C -4.27 -2.32 -2.76
C 5.42 -9.58 -2.73
C 7.24 2.10 -4.73
C -3.39 10.22 9.15
C 4.37 -10.67 -4.57
C 2.31 3.01 5.14
C 3.41 4.81 3.99
C 1.33 -3.60 -0.19
C -2.53 4.86 2.22
C -2.22 4.65 -3.12
C -1.13 -2.36 0.33
C -2.80 5.63 -3.92
C 2.61 4.36 5.04
C -5.35 -3.60 -2.83
C -1.41 -3.15 2.72
C -2.55 6.83 4.10
C 7.39 1.15 -5.74
C 3.70 -1.69 1.64
C -0.15 -3.16 -4.24
C 0.41 -2.24 -0.39
C -1.46 4.94 3.10
C 5.76 -0.19 -4.63
C 6.34 1.84 -3.71
C 4.35 -8.69 -2.68
C -2.59 10.66 8.10
B 2.58 -0.42 -0.44
B 0.30 -2.15 -2.05
B -3.00 -0.92 -1.21
H -4.44 7.33 3.18
H 4.31 -7.90 -1.95
H -4.98 -4.35 -3.67
H -2.31 6.58 -4.09
H -4.71 -1.52 -3.50
H 6.18 2.54 -2.90
H -3.47 -1.72 1.65
H -4.52 6.10 -5.14
H 1.98 -0.66 2.60
H 0.25 -5.09 -1.74
H 1.44 -5.80 -0.51
H -3.75 1.99 -0.31
H -3.24 -2.69 -3.22
H 1.67 -2.46 2.30
H -0.64 4.24 3.04
H 5.15 -1.08 -4.56
H -2.57 4.09 1.45
H -1.50 10.03 6.35
H 1.69 2.63 5.94
H -3.83 0.52 -2.33
H 2.23 5.07 5.77
H -2.47 2.65 -2.33
H -1.26 4.82 -2.65
H -4.31 8.49 10.05
H -3.05 -3.48 0.49
H 2.46 -8.20 -3.61
H 3.66 5.86 3.89
H -2.00 -6.86 -1.38
H 6.26 -11.29 -3.75
H -0.84 -6.83 1.05
H -3.77 10.92 9.88
H 2.19 1.65 -0.51
H -3.53 -5.82 -0.97
H 8.09 1.32 -6.55
H 4.50 4.17 2.24
H 4.33 -11.44 -5.33
H -5.31 -0.44 0.51
H 1.11 -3.98 0.89
H -2.59 7.63 4.84
H -3.01 -7.13 0.29
H -3.38 6.94 8.32
H -6.37 -3.15 -3.24
H -4.09 2.38 1.57
H 6.24 -9.48 -2.02
H -5.52 2.07 0.38
H -4.67 2.34 -3.47
H 6.73 -0.77 -6.46
H 7.81 3.02 -4.74
H -0.75 -4.09 -4.70
H -0.66 6.05 4.76
H 0.27 -0.55 -3.38
H -2.34 11.71 8.00
H -0.49 -2.24 -4.93
H 2.50 -3.37 -0.19
H -5.52 -4.10 -1.79
H 2.62 1.08 4.21
H 0.98 -3.43 -4.35
H -2.36 -3.73 -1.20
H 6.19 -2.37 1.81
H 3.81 -0.40 -2.12
H 3.06 1.19 0.91
```



Entry 2:
# C50H61F3N11O5P

A cluster of 9 separate species, C50H61F3N11O5P in total at a distorted geometry (ωB97M-V/def2-TZVPD, the Open Molecules 2025 dataset).

Output
Electronic energy: -96908.240 eV
F_max: 2.00 eV Å⁻¹
Kohn-Sham gap: 7.627 eV

XYZ file:
```
131
C50H61F3N11O5P, DFT ωB97M-V/def2-TZVPD
P 2.81 3.73 3.67
F -2.87 0.95 1.88
F -2.05 1.99 0.14
F -3.82 2.72 1.13
O 0.11 1.48 5.62
O 2.28 1.87 6.14
O 4.00 2.92 4.40
O 2.87 5.21 4.28
O -1.52 0.89 4.26
N 4.99 0.20 5.75
N 0.91 -2.10 -9.95
N -5.77 -0.26 1.50
N 2.13 1.01 8.41
N -4.11 -1.65 -4.11
N 3.35 -4.05 -8.80
N 1.95 -2.22 -4.48
N 3.06 3.75 2.13
N -1.74 3.76 7.46
N 3.47 8.73 7.04
N -5.73 -4.27 0.50
C 2.91 -2.60 -5.38
C 3.80 -5.12 -10.68
C 0.83 -1.29 -11.05
C -0.68 -1.37 0.53
C 1.20 3.08 4.23
C 5.69 -0.39 6.77
C -2.60 2.14 1.34
C -6.14 0.00 0.22
C -7.26 -0.73 -0.06
C -4.58 -3.17 -5.65
C 6.51 -1.10 4.80
C 1.37 0.94 2.86
C 5.48 -0.24 4.54
C -1.82 3.07 2.26
C 6.64 -1.20 6.21
C 2.11 1.31 7.30
C 1.53 -0.95 -4.77
C -0.29 2.89 2.16
C -5.62 -3.17 -4.68
C -5.06 -4.10 -0.68
C 3.10 -6.00 -9.81
C 0.12 -1.33 -0.60
C -1.97 -2.16 0.58
C 2.21 -0.52 -5.87
C -0.85 -0.79 -9.65
C -6.20 -5.55 0.57
C -0.66 3.11 7.46
C -0.12 -1.81 -9.10
C 0.59 3.56 6.71
C -6.64 -1.17 2.06
C -0.27 -0.65 1.66
C -5.10 -5.27 -1.37
C 1.08 2.53 5.66
C -5.83 -6.20 -0.58
C 0.89 0.12 1.68
C 1.68 0.13 0.53
C -5.30 -2.22 -3.74
C 3.09 -1.56 -6.25
C -0.25 -0.46 -10.89
C 2.84 -5.31 -8.66
C -3.67 -2.22 -5.28
C -7.58 -1.48 1.11
C 3.86 6.56 7.18
C -0.47 1.43 4.36
C 4.22 8.54 8.18
C 3.25 7.53 6.43
C 0.40 2.11 3.30
C 3.94 -3.92 -10.03
C 4.47 7.20 8.29
C 1.29 -0.59 -0.59
H 4.40 -3.00 -10.33
H -6.76 -5.89 1.43
H 1.60 -2.81 -9.80
H 2.36 1.32 2.61
H -3.64 -0.93 -3.60
H 2.83 -7.02 -10.01
H 0.59 3.98 4.26
H -2.69 -1.55 1.13
H 3.37 -3.57 -5.32
H 3.14 9.62 6.71
H -4.98 0.14 1.97
H -7.79 -0.74 -1.00
H 4.50 9.38 8.80
H 3.78 -1.55 -7.08
H -2.35 -2.28 -0.43
H -2.75 -1.90 -5.73
H 0.00 2.49 1.19
H 0.14 3.90 2.19
H 0.77 -0.47 -4.17
H 4.72 3.55 4.57
H 3.23 5.82 3.62
H -5.81 -1.91 -2.85
H -6.50 -3.79 -4.67
H 1.40 3.82 7.41
H -1.65 4.59 6.87
H -0.20 -1.88 -1.48
H -0.57 2.20 8.05
H -2.22 3.05 3.26
H 1.61 -2.79 -3.72
H 1.92 -0.56 -1.48
H -6.06 -7.23 -0.82
H -1.72 -0.33 -9.21
H -5.86 -3.56 1.19
H -6.51 -1.51 3.07
H 2.61 0.69 0.48
H -4.61 -3.15 -0.92
H 3.30 -3.32 -8.10
H -4.52 -3.79 -6.53
H 5.45 -0.17 7.79
H -2.04 4.07 1.87
H 7.36 -1.79 6.76
H -1.88 -3.10 1.13
H -0.90 -0.70 2.54
H -0.23 -2.34 -8.17
H -5.58 0.69 -0.39
H 5.06 0.11 3.62
H 7.10 -1.61 4.06
H 0.32 4.51 6.23
H 2.28 3.35 1.63
H 3.87 5.50 6.96
H 1.46 0.27 3.73
H -0.57 0.29 -11.59
H 4.15 -5.33 -11.68
H 2.10 0.44 -6.34
H 2.34 -5.61 -7.75
H 4.23 0.84 5.86
H 2.69 7.47 5.52
H -8.40 -2.16 1.23
H 1.55 -1.38 -11.85
H 5.04 6.74 9.08
H -4.67 -5.45 -2.34
```



Entry 3:
# C50H66AuNP2S2Si

A structure of composition C50H66AuNP2S2Si at a distorted geometry (ωB97M-V/def2-TZVPD, the Open Molecules 2025 dataset).

Output
Electronic energy: -106221.855 eV
F_max: 2.50 eV Å⁻¹
Energy above the lowest of the compared OMol25 structures with the same formula, charge and spin: 69.8 kcal/mol
Net charge: +1
Kohn-Sham gap (alpha / beta): 6.039 / 5.595 eV
Expectation value of S²: 3.77
2S+1: 4

XYZ file:
```
123
C50H66AuNP2S2Si, DFT ωB97M-V/def2-TZVPD
Au -1.64 -0.17 -0.66
S -0.22 -3.44 1.05
S 5.17 -0.57 0.09
P -2.29 -0.94 1.64
P 0.25 1.03 -1.27
Si 0.34 -0.65 2.12
N 1.86 -0.71 -0.36
C -2.03 -3.08 5.22
C 5.41 -3.25 0.35
C 1.14 -2.25 -2.11
C -1.14 4.78 -3.72
C -3.38 1.71 1.44
C 0.53 1.18 1.57
C 1.17 3.28 2.64
C 5.91 2.26 -3.38
C -2.06 4.25 -2.60
C 4.88 2.50 -2.49
C -3.82 -1.69 0.91
C 1.54 3.80 1.42
C -1.29 3.38 -1.60
C 5.29 -2.22 -0.58
C 6.71 1.14 -3.23
C 4.65 1.62 -1.44
C -6.00 -2.83 1.42
C -3.52 -3.07 0.34
C -4.18 2.84 2.10
C -2.58 -2.66 4.03
C 0.65 -0.18 -3.76
C -3.74 0.69 3.71
C 6.50 0.27 -2.18
C 1.97 -1.01 -1.78
C 0.82 1.76 0.31
C -5.06 -1.68 1.81
C -0.76 -1.86 1.00
C -3.66 2.05 4.43
C 1.41 0.22 -2.49
C -6.02 -2.97 -0.10
C -0.33 2.45 -2.34
C 0.75 3.25 -3.11
C -1.92 -1.71 3.27
C 5.22 -3.82 -2.36
C 1.35 3.05 0.28
C 5.46 0.51 -1.29
C 1.33 -2.61 -3.58
C 5.33 -4.85 -1.44
C -2.84 0.73 2.48
C 5.20 -2.50 -1.93
C -4.66 -3.49 -0.60
C 0.70 1.98 2.69
C 2.11 -1.21 2.57
C 0.33 4.71 -3.30
C 1.39 -1.34 -4.44
C -3.53 3.21 3.43
C -0.84 -2.53 5.68
C -0.66 -1.23 3.66
C -0.16 -1.61 4.89
C 5.43 -4.56 -0.09
H -5.21 2.53 2.28
H -4.01 1.19 0.72
H -4.80 -1.75 2.87
H 1.96 4.80 1.36
H -4.67 -4.58 -0.67
H 0.79 -1.22 5.23
H 5.51 -5.36 0.63
H -4.02 -1.03 0.05
H -4.20 3.70 1.44
H -7.00 -2.61 1.80
H -1.26 4.19 -4.62
H 0.47 1.56 3.66
H 3.86 1.82 -0.72
H 2.22 0.92 -2.73
H -5.59 -0.73 1.67
H -2.48 3.44 3.26
H 2.01 -1.56 0.17
H 0.47 5.29 -2.38
H -4.47 -3.09 -1.59
H -0.36 -0.51 -3.50
H 1.44 -3.08 -1.46
H -2.53 2.14 0.90
H -2.82 2.06 5.12
H 0.56 0.65 -4.46
H -1.85 1.09 2.82
H 0.88 2.81 -4.10
H 7.14 -0.59 -2.05
H 1.63 3.48 -0.67
H 2.20 -2.29 2.53
H -0.74 4.01 -0.90
H 0.50 -3.25 -3.89
H -4.00 4.10 3.85
H -0.42 -2.85 6.61
H 0.96 -1.54 -5.42
H -0.94 1.92 -3.09
H 2.88 -0.76 1.96
H 1.72 3.22 -2.62
H -5.67 -3.77 1.87
H 2.25 -3.18 -3.70
H -1.99 2.78 -1.02
H 6.10 2.95 -4.19
H 5.15 -4.04 -3.41
H 1.28 3.85 3.55
H -3.43 -0.10 4.40
H 5.11 -1.71 -2.66
H 5.34 -5.87 -1.78
H -6.81 -3.65 -0.41
H 7.53 0.96 -3.91
H -3.40 -3.79 1.16
H 2.43 -1.04 -4.59
H 5.48 -3.01 1.40
H -6.23 -1.99 -0.54
H -4.57 2.17 5.02
H 2.61 -0.08 -0.10
H 2.32 -0.91 3.59
H 4.26 3.37 -2.60
H -2.58 -3.06 -0.22
H -2.86 3.66 -3.04
H 0.95 5.17 -4.07
H -2.52 5.08 -2.06
H -1.41 5.81 -3.96
H -2.52 -3.86 5.79
H 3.00 -1.20 -2.08
H 0.09 -2.03 -1.89
H -3.50 -3.11 3.69
H -4.76 0.50 3.41
```